[1]
C20H21Cl5CoN2O2 as an isolated structure, computed with wB97M-V/def2-TZVPD.

Structure (ORCA input):
```
! RIJCOSX wB97M-V def2-TZVPD def2/J DEFGRID3
* xyz 1 5
Co -0.68018 -0.76095 0.47408
Cl -0.37533 6.34223 -0.93288
C -0.69167 4.65218 -0.87387
C 0.08633 3.78732 -0.05749
Cl 1.36976 4.44575 0.93126
C -0.14573 2.44066 -0.08164
Cl 0.73479 1.28002 0.85048
C -1.18229 1.82183 -0.86180
O -1.34670 0.55831 -0.95695
C -2.05234 2.75679 -1.54567
Cl -3.54192 2.12589 -2.05263
C -1.76347 4.12177 -1.58019
Cl -2.80273 5.14738 -2.49012
C 2.48589 -0.69884 -2.96695
C 2.61877 -2.10881 -2.43393
N 2.99419 -2.24105 -1.01826
C 4.39585 -2.40825 -0.76539
C 5.20365 -1.14309 -0.99511
C 2.06500 -2.06919 -0.06675
C 2.27300 -2.55752 1.33246
N 0.87950 -1.50068 -0.31034
H 1.61027 -0.63311 -3.63299
H 3.39254 -0.48005 -3.52126
H 2.37038 0.04160 -2.18776
H 3.38813 -2.65753 -2.99915
H 1.66480 -2.66382 -2.59446
H 4.73191 -3.18937 -1.47813
H 4.53483 -2.87396 0.21114
H 5.28649 -0.93303 -2.06809
H 6.20156 -1.30239 -0.59836
H 4.75479 -0.29105 -0.51060
H 2.70164 -3.57548 1.30266
H 1.26821 -2.61957 1.82933
H 2.91521 -1.89619 1.92670
H 0.87164 -1.18873 -1.28211
O -2.58635 -2.68666 -0.46545
C -1.73509 -1.94385 -0.18543
C -1.53291 -0.64165 2.27757
C -2.86925 -0.03421 2.19417
C -4.04951 -0.81582 2.03531
C -5.27053 -0.21869 2.21992
C -5.40511 1.16605 2.39664
C -4.24011 1.94831 2.52729
C -3.00716 1.35869 2.32100
H -1.55150 -1.72001 2.44656
H -0.90640 -0.16182 3.06107
H -4.06545 -1.85630 1.70665
H -6.14799 -0.85576 2.22933
H -6.35585 1.68758 2.38943
H -4.35321 3.02221 2.64914
H -2.14035 2.02288 2.20157
*
```

Output
Expectation value of S² = 6.07
E_LUMO (spin up / spin down) = -2.98 / -6.44 eV
Frontier orbital gap (spin up / spin down) = 7.163 / 4.293 eV
Energy = -128386.3724 eV

How positive or negative is each atom? The Mulliken charges in e answer that: -0.170, -0.098, 0.531, 0.020, -0.135, 0.725, -0.167, -0.201, -0.500, 0.291, -0.088, 0.029, -0.140, -1.073, -1.034, 0.219, -0.774, -1.024, 1.248, -1.627, 0.036, 0.308, 0.411, 0.361, 0.418, 0.512, 0.339, 0.479, 0.273, 0.416, 0.281, 0.420, 0.240, 0.291, -0.101, -0.311, 0.419, -1.246, 0.704, -0.242, -0.698, -0.345, -0.798, -0.147, 0.533, 0.560, 0.307, 0.364, 0.414, 0.378, 0.390

---

[2]
C44H73GeN5O2Si4TeY as an isolated structure, computed with wB97M-V/def2-TZVPD.

Structure (ORCA input):
```
! RIJCOSX wB97M-V def2-TZVPD def2/J DEFGRID3
* xyz 1 1
Y 0.05610 0.26334 0.01766
C 3.16902 0.29377 2.70136
C 3.85857 0.65515 1.41356
C 4.98859 1.46019 1.44168
C 5.64170 1.81359 0.27114
C 5.20237 1.29049 -0.93182
C 4.10122 0.43744 -0.98968
C 3.79282 -0.26253 -2.28326
C 3.38603 0.18053 0.18059
N 2.18266 -0.60470 0.17826
C 2.40815 -1.89093 0.56837
O 3.48851 -2.43052 0.73259
C 1.14808 -2.65599 0.88829
C 1.17461 -3.90690 1.47488
C -0.03399 -4.48405 1.84364
C -1.22041 -3.79230 1.64329
C -1.15335 -2.53788 1.06281
N 0.00351 -2.00042 0.69446
C -2.37142 -1.65369 0.94499
O -3.46947 -2.18588 0.97946
N -2.08954 -0.32095 0.83515
C -3.20760 0.50456 1.20117
C -3.72630 0.39452 2.50545
C -3.18161 -0.58602 3.50756
C -4.75538 1.24032 2.89818
C -5.27729 2.19085 2.03776
C -4.75396 2.30247 0.76458
C -3.72364 1.47195 0.33412
C -3.17866 1.67823 -1.04746
H 3.58432 0.86362 3.53184
H 3.29924 -0.76730 2.92488
H 2.09283 0.48543 2.66313
H 5.35825 1.81623 2.39540
H 6.51354 2.45146 0.30394
H 5.74864 1.49539 -1.84396
H 4.70771 -0.38314 -2.86157
H 3.08448 0.30122 -2.89389
H 3.37783 -1.25175 -2.09805
H 2.12943 -4.38425 1.63739
H -0.04787 -5.45970 2.30960
H -2.18414 -4.18502 1.92984
H -2.10238 -0.72496 3.39960
H -3.64775 -1.56401 3.38480
H -3.37651 -0.23815 4.52126
H -5.14996 1.14801 3.90201
H -6.08230 2.83662 2.35991
H -5.15225 3.03886 0.07787
H -3.92528 2.14721 -1.68874
H -2.87534 0.74820 -1.52267
H -2.31216 2.34662 -1.03182
C 2.18353 3.44920 0.75321
C 1.00849 3.10804 1.59660
N 0.15453 2.09017 1.47891
C -0.78969 2.25598 2.48917
C -0.48804 3.35454 3.21273
N 0.64540 3.87800 2.63252
H 2.29183 2.76890 -0.08938
H 3.10119 3.38895 1.33376
H 2.08332 4.46351 0.36763
H -1.61298 1.58046 2.62081
H -0.96726 3.80514 4.06020
H 1.13468 4.71039 2.92262
C -3.76472 -3.56413 -3.16003
C -2.57860 -3.72179 -2.21599
C -1.35537 -2.91098 -2.64103
C -1.56027 -1.39008 -2.58294
Ge 0.03130 -0.53995 -3.36632
C 0.09026 -0.37420 -5.30788
C -0.24127 -1.66220 -6.06873
C -1.74197 -1.90482 -6.18892
C -2.07102 -3.17744 -6.95438
H -4.58659 -4.21240 -2.85954
H -3.49241 -3.82669 -4.18489
H -4.14778 -2.54255 -3.16230
H -2.28781 -4.77450 -2.17062
H -2.87978 -3.43780 -1.20472
H -1.07827 -3.20610 -3.66029
H -0.49787 -3.17699 -2.01311
H -1.82215 -1.08810 -1.56417
H -2.41326 -1.07874 -3.19098
H 1.22104 -1.33151 -2.80760
H 1.11632 -0.05122 -5.49600
H -0.56435 0.44047 -5.62327
H 0.24206 -2.52255 -5.59538
H 0.18458 -1.60547 -7.07487
H -2.19894 -1.04089 -6.68034
H -2.19231 -1.95523 -5.19470
H -1.67443 -3.13883 -7.96935
H -3.14640 -3.33427 -7.02203
H -1.63680 -4.05031 -6.46368
C -2.00719 5.26280 -6.24884
Si -1.94917 4.00352 -4.85793
C -2.87476 4.66373 -3.36628
C -2.76264 2.40901 -5.42899
Si 0.31375 3.66470 -4.30554
Te 0.43842 1.89375 -2.43024
Si 1.81813 3.36611 -6.08934
C 2.05232 5.13960 -6.66944
C 1.15945 2.36492 -7.53351
C 3.43116 2.63931 -5.47609
Si 1.02337 5.45953 -2.93203
C -0.01429 5.54290 -1.36255
C 2.84141 5.21822 -2.52529
C 0.78251 7.09426 -3.81867
H -3.04765 5.53884 -6.43243
H -1.60500 4.86093 -7.17911
H -1.46130 6.17476 -6.01000
H -3.94684 4.60573 -3.56789
H -2.63427 5.70962 -3.17839
H -2.67589 4.09807 -2.45731
H -3.79188 2.62512 -5.72665
H -2.80507 1.66486 -4.63102
H -2.26219 1.97056 -6.29240
H 1.13164 5.71935 -6.68999
H 2.45403 5.13056 -7.68463
H 2.77080 5.66140 -6.03603
H 0.12540 2.60356 -7.78224
H 1.23697 1.29002 -7.38680
H 1.76863 2.61458 -8.40609
H 3.80682 3.15399 -4.59220
H 4.18657 2.72074 -6.26128
H 3.32891 1.58226 -5.23012
H -0.25662 4.58201 -0.91059
H -0.95226 6.05660 -1.56959
H 0.52043 6.14145 -0.62023
H 3.05996 4.24086 -2.08711
H 3.17970 5.98328 -1.82273
H 3.44363 5.32572 -3.42929
H -0.27299 7.28817 -4.01222
H 1.31898 7.14318 -4.76352
H 1.15077 7.90599 -3.18777
*
```

Output
E_LUMO = -2.64 eV
Frontier orbital gap = 7.781 eV
Energy = -154725.5058 eV

Mulliken atomic charge list, values in e, 99 entries: -1.479, -1.766, 1.711, -0.759, -0.922, -1.082, 1.662, -1.027, -1.390, 1.750, -1.092, -0.671, 0.641, -0.623, -0.873, -1.034, 0.771, 1.098, -0.608, -0.663, 1.763, -1.429, 2.036, -1.506, -1.053, -0.986, -1.026, 0.738, -0.313, 0.423, 0.332, 0.192, 0.394, 0.478, 0.487, 0.603, -0.158, 0.165, 0.625, 0.466, 0.599, 0.159, 0.358, 0.560, 0.455, 0.425, 0.485, 0.774, -0.301, -0.287, -0.204, -0.491, 1.118, -0.412, -1.017, 0.163, -0.777, 0.447, 0.413, 0.331, 0.451, 0.211, -1.343, -0.492, -0.894, 0.393, -0.594, 0.661, -1.051, 0.637, -1.757, 0.485, 0.219, 0.271, 0.529, -0.035, 0.473, 0.293, -0.259, 0.946, -0.280, 0.080, -0.280, 0.315, 0.516, 0.318, -0.207, 0.443, 0.415, 0.334, -1.126, 0.798, -0.911, -0.824, 0.109, -0.218, 1.076, -1.242, -1.058

---

[3]
C14H15BCl2N4PdS3 as an isolated structure, computed with wB97M-V/def2-TZVPD.

Structure (ORCA input):
```
! RIJCOSX wB97M-V def2-TZVPD def2/J DEFGRID3
* xyz 0 1
Pd -0.42494 -0.44415 0.79805
C 1.70199 2.25890 -0.61064
N 1.08567 1.49575 -1.68312
C 0.50774 2.02010 -2.81368
C 0.09576 0.96768 -3.56037
N 0.42036 -0.18552 -2.89542
B 0.24701 -1.61256 -3.50655
N -0.56415 -2.55880 -2.54003
C -0.39588 -3.92157 -2.60860
C -1.17432 -4.49864 -1.66770
N -1.81824 -3.47475 -1.01465
C -2.68412 -3.61450 0.14235
C -1.42825 -2.29494 -1.55248
S -1.98676 -0.76682 -0.95564
C 1.00417 0.14792 -1.73993
S 1.43346 -0.89790 -0.43074
H 1.32374 3.27744 -0.64934
H 2.78473 2.26352 -0.72570
H 1.44886 1.81257 0.34751
H 0.44686 3.07985 -2.98434
H -0.39709 0.93829 -4.51471
H -0.34207 -1.47601 -4.55254
H 1.33032 -2.12297 -3.64603
H 0.27380 -4.36191 -3.32506
H -1.32710 -5.53008 -1.40581
H -2.82315 -4.67457 0.33845
H -3.64686 -3.14636 -0.04736
H -2.22929 -3.13884 1.00970
Cl -1.25051 2.10432 1.48551
C -0.21551 2.34774 2.87038
C -0.23952 3.61854 3.42056
C 0.57574 3.91347 4.49697
C 1.40956 2.93303 5.00743
C 1.42151 1.67098 4.44295
Cl 2.47973 0.49333 5.14604
C 0.60673 1.31895 3.34987
S 0.62368 -0.34985 2.79312
H -0.89556 4.36785 2.99945
H 0.56462 4.90265 4.93365
H 2.05731 3.13787 5.84846
*
```

Output
E_LUMO = -1.20 eV
Frontier orbital gap = 6.569 eV
Energy = -82431.7825 eV

How positive or negative is each atom? The Mulliken charges in e answer that: -0.048, -0.641, 0.351, -0.335, -0.601, -0.097, 0.646, 0.246, -0.634, -0.355, 0.208, -0.805, -0.016, -0.514, -0.073, -0.323, 0.317, 0.271, 0.176, 0.466, 0.465, -0.194, -0.150, 0.458, 0.417, 0.320, 0.326, 0.286, -0.189, 0.771, -0.810, -0.342, -0.688, 0.385, -0.208, -0.138, -0.118, 0.405, 0.367, 0.401